The following is a quantum chemistry calculation of the molecule C4H7NO, from the Open Molecules 2025 dataset.

The geometry in XYZ format:
```
13
Properties=species:S:1:pos:R:3
C 1.98 -0.22 0.47
C 0.73 0.58 0.19
O 0.68 1.79 0.21
C -0.51 -0.25 -0.07
C -2.84 0.10 -0.75
N -1.61 0.53 -0.60
H 2.37 -0.61 -0.47
H 1.74 -1.08 1.10
H 2.73 0.40 0.95
H -0.28 -1.10 -0.73
H -0.80 -0.67 0.90
H -2.81 -0.96 -0.39
H -1.39 1.50 -0.80
```

Summary:
LUMO ... 0.02366 Eh
Energy relative to the best compared isomer or geometry (same formula, charge and spin) ... 69.0 kcal per mole
Frontier orbital gap ... 9.0 eV
HOMO ... -8.34 eV

So, what does the Mulliken scheme give us? The charges, in e, come out as: number 1, C, carries -1.16; number 2, C, carries 0.73; number 3, O, carries -0.56; number 4, C, carries -0.61; number 5, C, carries -0.31; number 6, N, carries -0.06; number 7, H, carries 0.30; number 8, H, carries 0.33; number 9, H, carries 0.33; number 10, H, carries 0.33; number 11, H, carries 0.32; number 12, H, carries 0.16; number 13, H, carries 0.20